DFT (wB97M-V/def2-TZVPD) results for a cluster of 6 separate species, C26H63O21P6 in total.

XYZ file:
```
116
Properties=species:S:1:pos:R:3:forces:R:3:lowdin_charge:R:1
O -2.843096 9.846403 2.442823 -0.401 -1.325 -0.325 -0.23
O 7.154090 -4.646165 -1.557028 -0.541 0.298 -2.274 -0.24
H 1.974040 -1.923717 -2.554737 -0.452 2.268 -0.367 0.11
H 4.523985 -2.025656 -3.005336 0.119 -0.123 -0.200 0.06
H -4.644136 8.409945 -0.941739 0.082 -0.030 0.285 0.09
H 5.864031 -2.189415 -1.848094 -0.128 -0.085 0.103 0.09
O -3.944041 1.010665 -5.196580 -0.651 0.997 0.581 -0.23
C 0.463320 2.594081 -0.319153 -1.138 -0.307 5.379 -0.05
H -3.174398 -2.853074 -1.992592 2.122 1.419 0.870 0.10
C -3.732746 7.718663 4.065435 -0.666 0.311 0.906 -0.11
O 3.455918 -5.824415 1.745007 -1.298 0.810 0.612 -0.23
P 2.596309 0.211022 -1.357265 -1.315 -1.843 0.446 1.06
H 2.794883 1.607496 -1.648942 -0.118 -0.966 0.184 0.03
O -0.669115 -1.434929 -3.529867 1.595 0.151 1.901 -0.23
H 2.274774 -0.420765 -3.776554 -0.957 -1.161 2.133 0.12
H -3.917318 3.725258 -5.434610 0.110 0.028 0.054 0.09
H -4.949832 0.470350 5.880858 0.275 -0.084 0.018 0.10
C -0.403350 2.675573 3.009066 1.460 -0.108 -4.980 -0.02
H 4.399004 -3.713719 3.384821 -0.025 0.088 -0.021 0.09
C -3.878870 8.843185 -0.292864 -0.037 0.502 -0.744 -0.11
H -0.911056 -3.138690 3.639342 0.003 0.115 -0.172 0.08
H 4.613408 -3.468784 -1.968925 0.027 0.170 0.131 0.09
H -1.584382 -1.715446 2.781174 0.100 -0.123 -0.017 0.08
H -0.352597 -0.099670 -1.894341 1.267 -0.566 -1.550 0.12
C 5.984927 -5.717186 -5.098361 -0.577 0.027 -0.970 -0.11
H -2.970357 -0.552110 -6.074061 -0.103 0.197 0.086 0.10
C -3.439621 -0.303001 -5.119061 0.456 -0.987 0.046 -0.11
C -0.649072 3.980769 2.007349 1.665 -3.714 -1.345 -0.03
H 4.922137 -5.473160 -5.002160 0.150 0.030 -0.130 0.09
H 1.419056 -7.671629 2.049470 -0.005 0.085 0.211 0.09
H 3.522621 -2.475801 2.439855 -0.008 -0.079 0.045 0.07
C -2.204160 -2.296442 -1.579063 -0.612 -0.552 0.061 -0.09
H -2.918850 8.811530 -0.816592 -0.081 -0.002 0.082 0.09
H -1.567859 10.993068 1.305804 0.135 -0.001 0.175 0.09
H 6.488751 -4.947883 -5.688951 -0.062 -0.094 0.009 0.09
P -4.655442 1.602536 -3.874474 -0.474 -0.536 1.073 0.44
C 0.302817 1.351687 2.308190 -0.616 2.782 -1.601 -0.02
O -6.045537 2.180157 -4.449553 1.433 0.377 0.603 -0.22
P -2.539726 8.376985 1.848562 0.895 -0.259 -0.599 0.44
H -4.143243 9.881603 -0.075473 0.011 -0.045 -0.066 0.09
H -7.971877 1.709691 -4.972281 0.288 0.079 0.046 0.09
C -1.808588 10.799363 2.354346 0.802 0.841 -0.003 -0.11
O -4.809171 0.632516 -2.742764 0.496 1.483 -1.720 -0.25
H -2.487847 -1.174618 -1.406288 0.662 -2.057 -0.450 0.08
C -4.372419 -0.347749 5.443128 -1.116 -0.133 -0.309 -0.11
C -1.368364 -3.238285 7.146400 0.516 -0.736 0.118 -0.11
O -2.754305 7.393656 3.103474 0.618 0.379 -1.745 -0.22
H 0.112648 0.553706 -3.604938 0.032 -2.170 1.482 0.15
H -4.255574 -1.005993 -4.932152 0.186 -0.021 0.061 0.09
H -3.308773 8.435089 4.776286 -0.187 -0.051 -0.102 0.09
C -0.966319 -2.554204 -2.622771 -0.799 -1.792 0.274 -0.24
C 0.168037 -0.404369 -2.897560 -0.935 0.949 -0.345 -0.24
H -1.716575 -4.061105 6.516176 0.043 0.002 0.052 0.09
H 0.510664 0.390310 2.984260 -0.513 2.310 -1.623 0.09
H -1.436527 -3.539971 8.194592 -0.137 0.193 -0.187 0.09
P 2.232278 -4.772289 1.735038 -0.169 0.172 -0.343 0.44
H -2.690410 -0.374672 -4.326232 -0.156 -0.180 -0.123 0.07
H -0.322384 -3.016629 6.914615 -0.114 0.004 0.019 0.09
O -2.606802 -2.317623 4.466492 0.022 0.602 1.044 -0.23
H -0.686088 2.698914 4.161293 0.704 -0.147 -2.843 0.11
C -7.007841 1.215052 -4.829685 -0.615 -0.652 -0.258 -0.11
H 9.088618 -2.936058 -2.213331 -0.011 -0.031 -0.115 0.09
H -0.921502 10.445619 2.886299 -0.011 0.127 -0.171 0.09
O 5.960768 -3.376544 -3.525964 0.540 -0.416 -0.134 -0.23
H 5.057251 -6.611546 0.756848 -0.198 0.138 0.097 0.10
C 5.202603 -2.735447 -2.525790 -0.399 0.233 0.542 -0.13
C 9.008736 -2.903398 -3.303965 0.419 0.735 0.336 -0.11
O 2.378434 -4.046531 3.166345 -0.876 -0.824 -0.940 -0.22
H -2.404092 -3.291433 2.685790 -0.049 0.115 0.209 0.09
H -0.486353 4.869025 -0.249329 0.613 -2.256 1.542 0.09
H -0.001227 -7.158660 2.982321 0.110 0.240 -0.123 0.10
C -1.827326 -2.626823 3.333805 0.498 -0.309 -0.841 -0.11
C -3.241131 3.670472 -4.577738 0.508 0.500 -0.707 -0.12
H -4.669671 -1.286132 5.918039 -0.015 0.105 -0.049 0.09
H -3.034717 4.683268 -4.222861 -0.151 -0.203 0.101 0.09
H 8.445615 -2.015300 -3.603368 0.065 0.005 0.011 0.09
H 2.262119 -0.353486 1.078625 -1.846 0.236 -1.929 0.11
H -2.151682 11.728751 2.815662 -0.101 -0.239 -0.034 0.09
H 3.326732 -2.552838 4.203157 -0.138 -0.230 -0.127 0.10
O -3.799629 2.918684 -3.523583 -1.135 -1.297 0.292 -0.21
H 3.720766 -6.068910 -0.284360 0.160 0.078 0.007 0.09
C 1.757771 -0.787887 -2.769402 0.166 0.523 -1.007 -0.30
C 4.297940 -5.838494 0.614976 0.844 -0.102 -0.946 -0.11
H -2.295558 3.209932 -4.881251 -0.147 0.093 -0.115 0.09
P 7.013747 -4.499510 -3.041662 0.815 -0.915 1.054 0.45
C 3.465628 -3.150777 3.298976 0.706 0.488 0.204 -0.11
H -1.309700 -3.458719 -3.322855 0.925 2.172 1.385 0.14
H 4.794647 -4.870723 0.507202 0.009 -0.177 -0.158 0.08
H -0.027399 -2.967453 -2.032961 -1.623 1.159 -1.213 0.12
H -4.011046 6.813379 4.610695 0.138 0.048 -0.234 0.09
O 0.922045 -5.691940 1.894138 0.979 1.859 -0.501 -0.21
C 1.484501 -0.090522 0.213549 0.551 1.351 1.197 -0.30
C -0.247063 3.913228 0.405391 0.566 -2.458 1.872 -0.04
H -7.119752 0.449396 -4.056266 0.033 0.099 -0.065 0.09
O -1.221212 8.228861 1.152196 -1.954 0.111 1.197 -0.26
O -2.998107 -0.088184 5.622689 1.765 -0.912 0.279 -0.21
H 10.015379 -2.844782 -3.725392 -0.257 -0.160 -0.035 0.10
P -1.958674 -1.313852 5.551269 0.830 0.545 0.274 0.45
H 0.749005 -0.971734 -0.015236 1.550 1.602 0.368 0.10
H -6.707039 0.744626 -5.769729 -0.061 0.001 0.039 0.09
C 1.004087 -6.868569 2.666902 0.076 -1.133 0.516 -0.11
O -0.537691 -0.918368 5.287179 -2.089 -0.452 0.138 -0.26
H -4.589415 -0.390490 4.371021 -0.062 -0.086 0.183 0.09
H -1.972092 -2.797675 -0.539556 -0.330 1.055 -2.043 0.08
H 0.772212 2.543144 -1.450390 -0.870 0.352 2.475 0.06
H -4.626845 8.143087 3.601850 0.070 -0.046 0.084 0.09
O 2.204431 -3.835380 0.565948 -0.081 -1.121 1.386 -0.28
O -3.821828 8.102970 0.911622 0.709 -0.426 1.276 -0.22
O -2.183647 -2.100537 6.939519 -0.367 1.223 -0.914 -0.21
H -1.115567 4.952903 2.463951 1.002 -2.011 -1.197 0.08
H 3.914115 -0.396913 -1.170481 -1.146 0.736 -0.109 0.03
O 8.368089 -4.063987 -3.798501 -1.259 -0.985 0.112 -0.21
O 6.547023 -5.833315 -3.810374 0.915 1.161 1.367 -0.20
H 1.626825 -6.724634 3.553435 -0.071 -0.053 -0.076 0.09
C 0.747293 1.306546 0.696318 -1.698 2.894 1.316 -0.20
H 6.074553 -6.676453 -5.614184 0.112 0.121 0.241 0.10
```
Positions in Å, forces in eV/Å.

Results
* E_LUMO: -0.09675 Eh
* orbital gap: 8.2 eV
* net charge: +1
* spin multiplicity: 1
* energy relative to the best compared isomer or geometry (same formula, charge and spin): 133.11 kcal/mol